Below is C4H10NOP in the gas phase in a non-equilibrium geometry, with properties calculated with ωB97M-V with the def2-TZVPD basis set.

Results
Structure (SMILES): CC(C)(C)/N=P/O
Multiplicity: 1
Net charge: 0
Max |F|, eV/Å: 3.91
HOMO, eV: -9.462
Relative energy (zero: lowest compared OMol25 entry of this formula, charge and spin), kJ/mol: 118.0

Last column: Löwdin charge in e.
Element x y z (Å)
C  1.40621  0.57061  -0.11782  -0.11
C  0.10275  -0.04900  0.20709  -0.76
C  -0.60209  0.68904  1.39301  -0.04
C  0.33416  -1.53194  0.55534  -0.08
N  -0.59408  0.13498  -1.02225  -0.27
P  -1.72041  -0.65439  -1.72735  0.84
O  -2.00230  0.44460  -2.87042  -0.37
H  2.07052  0.99850  0.63530  0.08
H  2.11881  0.09980  -0.75070  0.07
H  1.23588  1.52262  -0.63546  0.08
H  -1.69686  0.45597  1.33785  0.08
H  -0.53139  1.82951  1.45752  0.10
H  -0.13297  0.01107  2.17501  0.09
H  0.61801  -1.98752  -0.41855  0.08
H  1.19572  -1.54304  1.23563  0.08
H  -0.50664  -2.02946  1.04321  0.08
H  -1.29530  1.03868  -2.49741  0.03

Atoms 1-6, force components in eV/Å:
2.158 3.250 0.233
-0.173 0.059 0.065
-0.188 -1.123 -0.067
0.541 0.438 -0.481
-1.322 -0.336 0.128
-0.095 -0.228 -0.008


Below is an isolated ion of composition C4H10NOS and charge -1 in a non-equilibrium geometry, with properties calculated with ωB97M-V with the def2-TZVPD basis set.

Results
Structure (SMILES): C[C@@H](CS)NC[O-]
Multiplicity: 1
Net charge: -1
Max |F|, eV/Å: 1.86
HOMO, eV: -2.441
Relative energy (zero: lowest compared OMol25 entry of this formula, charge and spin), kJ/mol: 257.7

Last column: Löwdin charge in e.
Element x y z (Å)
C  0.97643  0.15296  1.19770  -0.11
C  0.40131  0.44328  -0.17656  -0.50
C  0.46343  -0.68220  -1.17147  -0.51
S  2.20245  -1.00537  -1.75887  0.62
N  -1.00704  0.88081  -0.13383  -0.06
C  -1.98553  -0.10370  0.41497  -0.55
O  -1.84001  -0.48600  1.70332  -0.36
H  2.06054  0.15830  1.34894  0.05
H  0.57865  -0.76621  1.64550  0.07
H  0.54888  0.81104  1.96411  0.07
H  0.92957  1.31900  -0.57759  0.11
H  -0.10069  -0.34412  -2.03657  0.07
H  0.19233  -1.67062  -0.81903  0.06
H  2.60207  0.25100  -2.02963  -0.17
H  -1.15189  1.68787  0.44421  0.08
H  -1.89453  -0.99399  -0.25447  0.07
H  -2.97597  0.34797  0.23928  0.07

Atoms 1-6, force components in eV/Å:
-0.168 -0.606 1.746
-0.867 0.926 1.112
1.523 0.404 -0.955
-0.096 -0.045 0.105
-0.417 -0.390 -0.572
0.255 -1.322 1.111


Below is an isolated ion of composition C4H10NOS and charge +1 in a non-equilibrium geometry, with properties calculated with ωB97M-V with the def2-TZVPD basis set.

Results
Multiplicity: 1
Net charge: +1
Max |F|, eV/Å: 8.67
HOMO, eV: -13.325
Relative energy (zero: lowest compared OMol25 entry of this formula, charge and spin), kJ/mol: 533.5

Last column: Löwdin charge in e.
Element x y z (Å)
C  -0.97185  0.93319  -0.37960  -0.29
C  -0.57553  -0.53757  -0.44838  -0.27
C  0.04362  1.84176  -0.92057  -0.31
C  0.51212  -0.56306  0.58947  -0.24
N  0.49246  -2.17434  0.70674  0.18
O  2.07055  1.82859  0.91611  -0.47
S  1.64086  1.12485  -0.25629  1.03
H  -2.11769  1.00792  -0.65765  0.17
H  -1.06115  1.11363  0.69990  0.12
H  -1.47158  -1.18835  -0.22182  0.15
H  -0.00608  -0.93490  -1.29870  0.13
H  0.14786  1.77829  -1.99955  0.09
H  -0.16634  2.92379  -0.78079  0.13
H  0.41535  -0.14414  1.55213  0.10
H  0.14372  -2.60764  -0.06122  0.09
H  1.33292  -2.37637  1.40218  0.24
H  -0.42923  -2.02564  1.15804  0.15

Atoms 1-6, force components in eV/Å:
-4.576 -0.849 0.268
-0.435 1.220 1.133
0.417 0.578 -0.834
-0.013 -1.002 -3.488
2.822 4.543 6.818
0.180 0.846 1.330


Below is C4H10NOS2 as an isolated structure in a non-equilibrium geometry, with properties calculated with ωB97M-V with the def2-TZVPD basis set.

Results
Multiplicity: 1
Net charge: +1
Max |F|, eV/Å: 4.14
HOMO, eV: -12.911
Relative energy (zero: lowest compared OMol25 entry of this formula, charge and spin), kJ/mol: 251.6

Last column: Löwdin charge in e.
Element x y z (Å)
C  1.44885  1.11598  -0.96808  -0.19
C  1.80317  -0.25913  -1.40456  -0.40
C  -0.45518  0.18081  0.33172  -0.78
C  -1.66617  -1.59995  1.29488  -0.01
N  0.75499  1.06425  0.40527  0.04
O  -0.60212  -0.61251  1.37817  -0.13
S  0.09108  -1.07773  -1.52994  0.80
S  -1.87993  1.35532  -0.09326  0.81
H  2.19780  1.91321  -0.66626  0.16
H  0.89571  1.65325  -1.68298  0.11
H  2.05087  -0.41212  -2.42632  0.07
H  2.26972  -0.98573  -0.78841  0.06
H  -1.71868  -2.17813  2.13210  0.08
H  -1.52460  -2.12620  0.44676  0.04
H  -2.66931  -1.25728  1.38592  0.09
H  1.27043  0.67216  1.24813  0.22
H  0.63592  2.01308  0.65980  0.14
H  -2.90254  0.54073  0.27703  -0.11

Atoms 1-6, force components in eV/Å:
2.983 1.245 2.588
-2.849 -1.272 -0.319
-2.048 -0.139 -3.044
-0.094 2.468 0.725
0.042 -2.928 0.347
0.017 0.140 0.726